105
Properties=species:S:1:pos:R:3:lowdin_charge:R:1 method="wB97M-V/def2-TZVPD" homo_energy_ha="-0.28188 / -0.34632" charge=+1 s2=3.78 homo_lumo_gap_ev="4.8 / 6.0" spin_multiplicity=4
H 2.50284 1.60401 6.78310 0.1113
C 2.27004 -0.48966 7.19665 -0.0667
F 2.39299 2.25923 2.14578 0.2006
C 6.75112 -0.83314 0.66121 -0.0637
N -1.24499 -2.02466 -2.65800 0.0283
H -0.20117 -4.02961 2.81533 0.0533
H 2.12718 -2.62517 7.32528 0.1101
C 0.82602 -2.96385 -3.40390 -0.0349
N -2.16623 1.59657 -0.05547 -0.0983
H -0.88096 -3.90449 4.44570 0.0910
H 2.00076 6.12447 -5.41979 0.1222
C -5.22517 -0.97376 -0.37788 -0.1007
C -1.18017 -1.65832 1.92159 -0.0938
N -3.69446 3.08468 -0.16110 -0.0784
Re -0.49956 0.03152 -0.59874 1.4439
C -3.19368 -1.27717 -1.66559 -0.2797
C 1.11196 4.33386 -5.09845 -0.4905
N -3.43493 2.85391 1.13453 0.0937
C -2.90016 2.29929 -0.88946 -0.1215
H -2.88910 4.95807 -2.50235 0.0815
H 2.82398 -2.99463 4.98932 0.0998
H 0.28287 -3.59420 -4.09585 0.1081
H -1.90420 -1.69097 3.86408 0.1289
C -2.74436 5.46949 -1.54706 -0.0760
H 0.85022 4.66672 -2.26931 0.1146
H -2.49670 -2.97482 2.80074 0.1329
H 1.94149 -0.32978 8.21521 0.1102
N 2.29453 -0.18797 1.98384 0.0554
C -3.97077 -1.80450 -2.70949 -0.0327
H -3.46747 -2.12293 -3.61012 0.0981
P 3.32454 -1.07994 2.78369 0.9416
C 2.88564 -2.18831 -2.42341 -0.1097
C 0.33275 2.09117 -4.39554 0.0431
C 1.57242 -4.47576 1.43603 -0.0809
C 7.53364 0.03895 1.40649 -0.0664
H 0.35466 1.83121 -5.44450 0.1331
C 3.04886 -0.89861 4.56357 -0.2653
H 7.69220 1.19945 3.20085 0.1102
H 3.15379 1.24436 4.42713 0.1041
H 8.50805 0.33585 1.04186 0.1100
H -0.29688 0.15539 -3.72445 0.1139
H -5.70421 -0.66120 0.54228 0.1008
N -2.52492 1.96316 1.18960 0.0188
N -0.06811 1.44839 -2.12750 -0.0991
C -0.50737 -3.33564 3.59721 -0.0649
C 0.24248 2.70505 -1.76524 -0.1240
C -4.02857 5.48872 -0.71905 -0.3995
H 4.39928 -5.89093 2.65663 0.1108
C 3.95733 -3.79672 2.70192 -0.0833
C 0.10399 -2.08908 -2.57315 -0.3548
C 3.68363 -5.12061 2.40109 -0.0607
C 5.82268 0.16047 3.09138 -0.0628
H 5.46635 0.53825 4.04133 0.1003
H -2.89303 2.23760 -1.96421 0.1518
C -5.34242 -1.91193 -2.57519 -0.0870
H -3.15419 5.46987 1.27521 0.0690
C -5.98315 -1.50336 -1.41190 -0.1044
C 7.07277 0.52991 2.61899 -0.0665
H 2.71628 -0.69282 -0.89708 0.0774
C 2.75822 -1.98732 5.37991 -0.0776
C 3.02657 -2.81032 2.37544 -0.2983
H 7.12009 -1.22805 -0.27600 0.1101
C 0.78703 -1.26818 -1.62585 -0.2537
H -5.46439 4.09424 0.11541 0.1342
H 0.65633 -4.73405 0.91910 0.1185
H 3.96699 -2.22327 -2.37388 0.0920
C -3.84942 -0.86472 -0.49647 -0.0898
H 1.91700 5.70098 -3.75183 0.0921
C 2.36729 -1.77886 6.69505 -0.0670
H -4.73523 6.25139 1.18435 0.0843
H -5.03232 3.76077 -1.57478 0.1356
B 1.92597 1.08400 1.70627 -0.8704
C 0.69105 3.38092 -4.01504 -0.0963
F 0.84893 1.30088 0.82660 0.0163
C 2.49418 -5.45812 1.76596 -0.0534
H 2.76159 -3.68498 -3.95441 0.1014
N -1.80480 -1.20416 -1.78036 -0.1619
C -1.61296 -2.39921 3.08610 -0.1649
H -4.76614 6.09740 -1.24783 0.1400
C 5.03438 -0.70600 2.34114 -0.2722
H 1.12978 -2.37188 1.50500 0.0628
C 2.57571 0.59876 6.38972 -0.0621
C 2.20324 -3.01047 -3.31757 -0.0975
H -1.93142 4.97773 -1.00699 0.0676
C -3.79161 6.10435 0.65808 -0.0707
H 2.29031 -6.49255 1.52177 0.1120
O 0.95377 4.04778 -6.26530 0.0885
H -5.92573 -2.31403 -3.39378 0.1049
H -7.05469 -1.60608 -1.30625 0.0993
C -0.02861 1.16584 -3.44314 -0.0602
C -4.65051 4.08394 -0.60740 -0.0927
H 4.88980 -3.52157 3.18226 0.1196
H -3.27876 -0.49537 0.34114 0.0503
C 0.62370 3.68366 -2.65803 0.0076
C 2.17453 -1.32507 -1.59612 -0.1395
H 0.36595 -2.76464 3.90932 0.0680
H 0.19377 2.94288 -0.71138 0.1051
H 4.88497 -1.88963 0.55324 0.1063
C 1.83292 -3.15126 1.75358 -0.1055
N 1.65581 5.51073 -4.70067 0.1847
C 5.50102 -1.20554 1.12566 -0.0771
C 2.95550 0.39696 5.07380 -0.0836
N -0.85926 -1.12029 0.95740 0.0205
H -2.42623 6.48952 -1.75999 0.0867
H -3.31051 7.07693 0.55496 0.0833



9
Properties=species:S:1:pos:R:3:lowdin_charge:R:1 method="wB97M-V/def2-TZVPD" homo_energy_ha="-0.35540 / -0.33955" charge=0 homo_lumo_gap_ev="9.3 / 8.7" de_lowest_kcal_mol=99.9
Cl 4.55253 -0.80431 -0.67066 0.6994
C 4.01810 0.57339 0.21632 -0.7939
H -0.34985 0.65163 0.04116 0.0599
F 4.15337 1.65682 -0.48867 0.0614
H -0.92296 -1.09589 -0.44272 0.0812
F 1.38789 -2.12297 0.53756 0.0757
F 4.46337 0.60827 1.47742 0.0371
C 1.00383 -0.91033 0.36900 -0.1927
C -0.13344 -0.43125 -0.00018 -0.0282



37
Properties=species:S:1:pos:R:3:lowdin_charge:R:1 method="wB97M-V/def2-TZVPD" homo_energy_ha=-0.20367 charge=-1 homo_lumo_gap_ev=7.7 de_lowest_kcal_mol=505.0
C 3.24913 -0.58618 0.96593 -0.1352
H 2.49998 1.35180 1.03897 0.1360
H -2.58105 1.33146 -1.81034 0.1173
H -1.33188 -2.42266 -2.08000 0.0985
C 3.33673 -0.91309 -0.48466 -0.1609
H 3.95098 -0.14579 -0.95589 0.1157
H -3.21606 -1.13597 -2.54748 0.1012
F -3.32648 1.85961 1.72941 0.1414
H 1.33804 0.17040 1.88228 0.0789
H 1.35126 -1.82136 -0.64813 0.1442
H 3.77143 -1.89148 -0.68931 0.1113
H 1.80402 -0.63429 -1.91402 0.1546
F -0.84715 1.98597 1.88619 -0.1264
C -2.71780 -0.79345 -1.64055 -0.1508
C -1.58523 -1.77726 -1.23894 -0.0858
F -3.33741 1.11042 -0.37268 0.0781
F -1.61774 0.48402 1.02046 0.0146
C 1.86978 -0.88525 -0.85533 -0.2808
H 2.98951 -1.52084 1.46302 0.1125
F 1.31227 1.74953 2.21612 0.0093
F -1.74872 2.55071 0.31391 -0.1366
F -0.17332 1.66351 3.99978 0.1975
O -0.80435 0.49897 -1.21113 -0.4610
H -3.53669 -0.74800 -0.92259 0.1209
H 0.52643 -1.05799 -1.34451 0.0303
B 0.07771 1.40520 2.69362 -1.3918
C -2.00338 0.44523 -2.07299 -0.1464
C -0.41412 -0.83259 -0.84185 -0.2487
B -2.50026 1.44542 0.67552 -1.3732
C 2.02615 0.37042 1.06093 -0.2367
H -1.87031 -2.40166 -0.39221 0.1087
H -0.32556 -0.95463 0.23767 0.1340
O 1.32277 0.20885 -0.15372 -0.4952
H -1.73869 0.53835 -3.12625 0.1189
F 0.06047 0.01597 2.60769 0.1359
H 4.22384 -0.28578 1.35035 0.1111
Rb -0.03439 1.62229 0.16064 2.0584



The following total energy values (in eV) correspond, in order, to the records above: -80834.9416 -23812.9622 -36392.6899.